1.
This record from OMol25 describes a 2-piece molecular cluster, C3H7O2S overall. The level of theory is ωB97M-V/def2-TZVPD.

Bonds (Å) are listed after each position.
Positions of all 13 atoms, in Å:
1 S -0.76 -1.77 0.08  C6 1.823, H13 1.557
2 O 1.36 1.11 -1.35  C4 1.226
3 O 0.59 -0.78 -2.30  C4 1.272
4 C 1.22 0.32 -2.28  O2 1.226, O3 1.272, H12 1.115
5 C -1.01 0.65 1.45  C6 1.521, H7 1.087, H10 1.095, H11 1.090
6 C -0.10 -0.56 1.26  S1 1.823, C5 1.521, H8 1.091, H9 1.087
7 H -1.11 1.19 0.51  C5 1.087
8 H 0.04 -1.07 2.22  C6 1.091
9 H 0.88 -0.23 0.92  C6 1.087
10 H -0.62 1.34 2.20  C5 1.095
11 H -2.00 0.32 1.76  C5 1.090
12 H 1.59 0.64 -3.28  C4 1.115
13 H -0.07 -1.16 -1.18  S1 1.557

Summary:
**Frontier orbital gap**: 7.83 eV
**HOMO**: -3.87 eV
**Charge**: -1



2.
This record from OMol25 describes a 2-piece molecular cluster, C3H7O2S overall. The level of theory is ωB97M-V/def2-TZVPD.

Bonds (Å) are listed after each position.
Positions of all 13 atoms, in Å:
1 S -1.38 -1.68 0.24  C4 1.861, H11 1.368
2 O 3.08 0.09 2.14  C5 1.234
3 O 1.69 -0.85 0.65  C5 1.270
4 C -1.29 0.18 0.26  S1 1.861, C6 1.533, H10 1.093, H12 1.101
5 C 2.76 -0.25 1.00  O2 1.234, O3 1.270, H7 1.133
6 C -1.30 0.80 -1.14  C4 1.533, H8 1.125, H9 1.084, H13 1.082
7 H 3.40 0.13 0.15  C5 1.133
8 H -2.25 0.45 -1.62  C6 1.125
9 H -0.59 0.24 -1.75  C6 1.084
10 H -2.11 0.50 0.91  C4 1.093
11 H -0.31 -1.98 -0.56  S1 1.368
12 H -0.37 0.49 0.77  C4 1.101
13 H -1.32 1.88 -1.04  C6 1.082

Summary:
**Frontier orbital gap**: 7.53 eV
**HOMO**: -4.09 eV
**Charge**: -1



3.
This record from OMol25 describes a 2-piece molecular cluster, C3H7O2S overall. The level of theory is ωB97M-V/def2-TZVPD.

Bonds (Å) are listed after each position.
Positions of all 13 atoms, in Å:
1 S -2.01 2.01 -1.49  C4 1.821, H10 1.380
2 O 0.27 -2.77 1.95  C6 1.256
3 O 2.31 -1.77 1.50  C6 1.255
4 C -0.19 1.97 -1.47  S1 1.821, C5 1.568, H7 1.100, H12 1.109
5 C 0.42 0.90 -0.49  C4 1.568, H8 1.113, H9 1.093, H11 1.080
6 C 1.52 -2.66 1.91  O2 1.256, O3 1.255, H13 1.139
7 H 0.00 1.52 -2.45  C4 1.100
8 H -0.34 0.09 -0.51  C5 1.113
9 H 1.30 0.38 -0.87  C5 1.093
10 H -2.27 0.66 -1.61  S1 1.380
11 H 0.62 1.30 0.50  C5 1.080
12 H 0.23 3.00 -1.48  C4 1.109
13 H 2.07 -3.24 2.72  C6 1.139

Summary:
**Frontier orbital gap**: 6.64 eV
**HOMO**: -3.62 eV
**Charge**: -1



The most stable structure shown above is 1; the least stable is 3.